Density functional theory data (ωB97M-V with the def2-TZVPD basis set) for C37H80AlNO16PS8 as an isolated structure at a distorted geometry.

Each line ends with the Löwdin charge.
CARTESIAN COORDINATES (ANGSTROEM)
C1 0.229 0.298 -3.791  -0.08
C2 0.778 -0.516 -2.630  -0.44
C3 0.875 -2.002 -2.969  -0.08
C4 2.164 -0.044 -2.119  -0.27
C5 3.295 0.041 -3.167  -0.33
Al1 5.161 -0.290 -2.356  0.15
P1 5.000 -0.434 0.015  0.51
N1 6.438 -0.971 0.565  -0.43
H1 0.190 1.352 -3.512  0.06
H2 -0.803 -0.011 -3.970  0.06
H3 0.817 0.202 -4.701  0.06
H4 0.099 -0.396 -1.780  0.11
H5 1.501 -2.136 -3.850  0.07
H6 1.383 -2.523 -2.164  0.05
H7 -0.114 -2.447 -3.101  0.07
H8 2.043 0.951 -1.686  0.10
H9 2.440 -0.770 -1.359  0.04
H10 3.333 1.052 -3.576  0.00
H11 3.131 -0.620 -4.024  0.01
H12 5.586 -1.778 -2.842  -0.13
H13 6.255 0.800 -2.801  -0.13
H14 4.728 0.836 0.600  -0.06
H15 3.939 -1.330 0.360  -0.08
H16 6.811 -0.289 1.218  -0.14
C6 -1.057 -3.010 2.777  -0.21
C7 -2.186 -2.979 1.739  -0.22
C8 -1.557 -2.623 0.390  -0.22
S1 0.139 -3.212 0.451  0.66
O1 1.019 -2.076 0.404  -0.31
O2 0.291 -4.331 -0.445  -0.33
C9 0.077 -3.809 2.139  -0.23
H17 -1.381 -3.456 3.716  0.11
H18 -0.720 -1.991 2.985  0.12
H19 -2.650 -3.968 1.679  0.12
H20 -2.962 -2.268 2.003  0.07
H21 -2.063 -3.106 -0.443  0.10
H22 -1.528 -1.546 0.233  0.10
H23 1.045 -3.654 2.610  0.11
H24 -0.158 -4.872 2.103  0.10
C10 -5.839 -1.947 -0.979  -0.21
C11 -7.068 -1.501 -0.174  -0.21
C12 -6.557 -0.718 1.039  -0.22
S2 -4.996 0.009 0.540  0.69
O3 -3.939 -0.577 1.331  -0.32
O4 -5.137 1.442 0.428  -0.33
C13 -4.944 -0.716 -1.093  -0.22
H25 -6.114 -2.330 -1.961  0.12
H26 -5.315 -2.742 -0.442  0.12
H27 -7.695 -0.856 -0.795  0.12
H28 -7.676 -2.344 0.143  0.10
H29 -7.234 0.080 1.329  0.07
H30 -6.366 -1.367 1.883  0.07
H31 -3.913 -0.943 -1.358  0.10
H32 -5.357 0.013 -1.789  0.11
C14 2.727 6.542 -3.567  -0.23
C15 2.507 6.501 -2.048  -0.22
C16 2.137 5.059 -1.678  -0.22
S3 2.915 4.008 -2.913  0.65
O5 1.879 3.369 -3.682  -0.32
O6 3.985 3.269 -2.303  -0.32
C17 3.603 5.337 -3.894  -0.23
H33 3.195 7.474 -3.883  0.11
H34 1.767 6.454 -4.082  0.12
H35 3.430 6.786 -1.539  0.11
H36 1.731 7.198 -1.732  0.11
H37 2.507 4.774 -0.696  0.10
H38 1.063 4.890 -1.731  0.10
H39 3.587 5.054 -4.944  0.11
H40 4.630 5.490 -3.563  0.11
C18 10.749 2.209 2.265  -0.22
C19 10.718 2.538 0.766  -0.22
C20 9.250 2.522 0.323  -0.21
S4 8.289 2.960 1.773  0.66
O7 7.493 1.821 2.141  -0.32
O8 7.704 4.267 1.598  -0.33
C21 9.670 3.076 2.907  -0.23
H41 11.728 2.402 2.704  0.11
H42 10.515 1.153 2.416  0.12
H43 11.144 3.531 0.603  0.11
H44 11.307 1.829 0.186  0.11
H45 9.044 3.243 -0.463  0.10
H46 8.928 1.530 0.006  0.11
H47 9.361 2.731 3.891  0.10
H48 9.971 4.122 2.953  0.10
C22 5.631 -2.215 4.338  -0.22
C23 5.848 -0.750 3.956  -0.22
C24 6.211 0.013 5.238  -0.22
S5 7.003 -1.180 6.318  0.66
O9 6.176 -1.378 7.487  -0.34
O10 8.406 -0.862 6.452  -0.34
C25 6.809 -2.588 5.233  -0.23
H49 5.579 -2.853 3.457  0.12
H50 4.694 -2.323 4.893  0.11
H51 6.664 -0.682 3.239  0.08
H52 4.967 -0.323 3.482  0.11
H53 6.902 0.830 5.047  0.09
H54 5.327 0.388 5.752  0.10
H55 6.643 -3.483 5.829  0.10
H56 7.728 -2.685 4.655  0.11
C26 -9.934 -2.293 5.031  -0.22
C27 -10.400 -3.747 4.865  -0.21
C28 -9.517 -4.390 3.788  -0.22
S6 -7.947 -3.523 3.851  0.68
O11 -7.770 -2.809 2.606  -0.33
O12 -6.922 -4.401 4.355  -0.32
C29 -8.413 -2.353 5.119  -0.22
H57 -10.366 -1.829 5.917  0.12
H58 -10.230 -1.696 4.165  0.07
H59 -10.279 -4.283 5.809  0.11
H60 -11.453 -3.803 4.590  0.11
H61 -9.341 -5.447 3.970  0.10
H62 -9.930 -4.250 2.791  0.11
H63 -7.928 -1.399 4.927  0.11
H64 -8.078 -2.759 6.073  0.11
C30 -9.990 3.212 1.611  -0.21
C31 -11.443 3.377 2.078  -0.21
C32 -12.129 2.013 1.932  -0.22
S7 -10.833 0.780 2.108  0.68
O13 -10.689 0.076 0.860  -0.31
O14 -11.015 0.062 3.350  -0.33
C33 -9.481 1.939 2.279  -0.22
H65 -9.378 4.071 1.878  0.12
H66 -9.958 3.100 0.526  0.12
H67 -11.456 3.686 3.125  0.12
H68 -11.966 4.141 1.505  0.11
H69 -12.881 1.843 2.698  0.10
H70 -12.570 1.884 0.945  0.10
H71 -8.590 1.528 1.810  0.08
H72 -9.309 2.090 3.345  0.11
C34 2.769 -1.876 -7.814  -0.22
C35 4.290 -2.048 -7.808  -0.21
C36 4.882 -0.961 -8.715  -0.22
S8 3.723 0.412 -8.668  0.66
O15 3.150 0.583 -9.984  -0.34
O16 4.316 1.522 -7.968  -0.32
C37 2.525 -0.386 -7.608  -0.23
H73 2.293 -2.468 -7.033  0.11
H74 2.360 -2.194 -8.777  0.11
H75 4.663 -1.921 -6.789  0.12
H76 4.589 -3.040 -8.143  0.11
H77 5.850 -0.613 -8.364  0.10
H78 4.960 -1.294 -9.749  0.10
H79 1.524 -0.071 -7.892  0.11
H80 2.738 -0.091 -6.579  0.10

- Lowest unoccupied orbital energy: 0.0414 Ha
- E_HOMO: -3.36 eV
- Net charge: -1
- Energy: -176482.0638 eV